(1)
125
Properties=species:S:1:pos:R:3:forces:R:3 method="wB97M-V/def2-TZVPD" lumo_ha=-0.121 homo_ev=-11.2 total_charge=+1
C -9.773 0.304 -2.066 -0.112 -0.831 0.137
C -9.091 -1.214 -2.102 0.409 0.403 -0.436
C -7.538 -1.172 -2.669 -0.149 -0.666 -0.068
C -6.434 -1.725 -1.572 -0.015 0.984 -0.848
C -4.995 -1.815 -2.369 -0.230 -0.887 -0.182
C -4.178 -3.231 -2.116 -0.069 0.691 0.568
C -3.071 -3.049 -0.894 -0.183 -0.939 -0.372
C -1.600 -3.702 -1.330 -0.328 0.281 1.136
C -0.421 -2.549 -1.350 0.924 -1.418 0.258
C 0.325 -2.508 -2.817 -0.276 0.557 0.423
C -0.102 -1.100 -3.585 0.888 -0.108 -0.883
C 1.206 -0.062 -3.766 -1.237 -0.993 -0.437
C 1.067 1.031 -2.564 2.326 -3.206 2.503
C 2.460 1.564 -1.885 -0.345 1.117 -1.735
B 3.621 0.449 -1.572 1.835 -2.806 0.393
N 5.085 0.903 -1.778 -1.731 0.452 -0.947
O 3.424 -0.954 -1.160 0.623 3.002 -2.673
O 2.312 2.277 -0.609 -2.308 -0.282 -1.025
C 0.953 2.737 -0.332 -0.672 0.995 1.049
C 0.049 1.777 0.635 0.277 -0.307 1.316
C 0.990 1.100 1.841 -1.609 -0.594 0.330
C 1.514 -0.412 1.485 0.876 0.453 1.441
C 0.157 3.263 -1.709 0.360 1.310 3.614
I 1.436 4.984 -2.264 -1.171 -1.524 0.129
C -1.348 3.731 -1.149 -1.774 0.267 -2.098
O -1.297 4.636 0.008 3.183 -1.600 -2.321
N -2.505 5.219 0.232 -3.085 -3.675 3.880
O -3.044 4.482 1.072 0.780 3.594 -2.882
N 0.046 2.146 -2.771 -1.903 0.584 0.255
C -0.196 2.618 -4.170 -1.001 3.390 -4.356
F -0.939 3.936 -4.267 2.557 -3.809 1.419
F 1.064 2.890 -4.962 -4.175 -1.452 3.096
C -1.278 1.696 -5.060 -1.246 1.340 -2.588
F -2.571 1.480 -4.374 4.350 0.633 -1.466
F -1.613 2.566 -6.254 1.067 -2.646 3.763
H -10.550 0.365 -2.958 1.593 0.127 2.055
H -10.313 0.423 -1.015 1.016 0.019 -2.439
H -8.951 1.142 -2.201 -1.749 -1.750 0.356
H -9.084 -1.700 -1.037 -0.058 0.988 -1.989
H -9.721 -1.910 -2.813 1.212 1.418 1.542
H -7.227 -0.092 -3.026 -0.673 -2.079 0.825
H -7.481 -1.858 -3.636 -0.005 1.348 2.042
H -6.332 -0.921 -0.720 -0.338 -1.690 -1.492
H -6.790 -2.741 -1.107 0.799 1.891 -0.991
H -4.329 -0.910 -2.022 -1.194 -1.722 -0.956
H -5.227 -1.769 -3.532 0.554 0.196 2.466
H -4.966 -4.062 -1.819 1.701 1.643 -0.745
H -3.617 -3.561 -3.096 -1.158 0.677 1.926
H -3.461 -3.654 0.041 0.790 1.452 -1.792
H -2.964 -1.900 -0.595 -0.174 -2.539 -0.663
H -1.331 -4.503 -0.503 -0.421 1.649 -1.774
H -1.657 -4.291 -2.353 0.028 1.435 2.065
H 0.394 -2.873 -0.543 -1.719 0.783 -1.779
H -0.799 -1.485 -1.001 0.547 -2.151 -0.892
H 0.020 -3.423 -3.504 0.447 1.950 1.586
H 1.479 -2.608 -2.634 -2.117 0.489 -0.506
H -0.429 -1.390 -4.678 0.220 0.690 2.196
H -0.961 -0.524 -2.989 1.543 -1.465 -1.444
H 1.232 0.359 -4.857 0.017 -0.383 2.188
H 2.109 -0.802 -3.704 -1.333 1.993 0.441
H 0.599 0.360 -1.684 0.831 1.701 -1.883
H 2.935 2.335 -2.663 -0.967 -1.516 1.516
H 5.257 1.827 -1.324 -0.216 -0.835 -0.494
H 5.182 1.103 -2.818 0.061 -0.226 1.586
H 4.074 -1.578 -1.642 -1.067 0.942 1.480
H 1.113 3.744 0.295 -0.475 -2.260 -1.469
H -0.529 0.915 0.094 1.131 1.424 0.705
H -0.782 2.393 1.232 1.930 -0.953 -1.690
H 1.833 1.842 2.202 -1.651 -1.621 -0.943
H 0.257 0.983 2.776 1.802 0.451 -2.413
H 0.893 -0.978 0.670 1.338 1.274 1.398
H 2.665 -0.331 1.258 -2.405 -0.577 0.016
H 1.436 -1.035 2.500 0.196 1.282 -2.291
H -1.966 4.325 -1.980 1.598 -1.326 1.441
H -2.038 2.789 -0.899 1.777 1.674 -0.238
H -0.881 1.695 -2.487 0.999 0.465 -0.668
H -0.793 0.745 -5.532 -1.361 1.592 1.318
C 0.103 1.949 5.622 0.084 -0.963 -0.217
O 0.190 2.031 4.407 -0.155 0.503 0.035
N -0.049 3.025 6.415 -0.203 1.659 0.534
N 0.151 0.775 6.277 0.048 -0.741 -0.030
H -0.122 2.978 7.417 0.122 0.013 -0.129
H -0.090 3.928 5.961 -0.007 -0.311 0.225
H 0.265 -0.061 5.718 0.117 0.248 0.286
H 0.081 0.687 7.277 -0.091 -0.187 -0.075
C 4.239 -4.733 -1.560 0.351 -0.284 0.879
O 3.870 -3.604 -1.843 -0.315 0.985 -0.579
N 4.306 -5.724 -2.466 -0.189 -0.554 -1.358
N 4.611 -5.086 -0.316 0.028 0.471 0.378
H 4.607 -6.660 -2.252 -0.055 0.189 0.038
H 4.035 -5.501 -3.414 0.141 -0.148 0.371
H 4.575 -4.368 0.396 -0.002 -0.353 -0.251
H 4.918 -6.010 -0.064 -0.012 0.037 0.288
C 6.007 -7.521 2.367 0.043 -0.076 0.003
O 5.333 -7.106 1.438 -0.184 0.027 -0.275
N 6.305 -8.824 2.524 -0.029 -1.221 -0.333
N 6.513 -6.714 3.316 0.211 1.156 0.570
H 6.859 -9.185 3.282 -0.111 0.078 -0.140
H 5.944 -9.466 1.830 0.158 0.201 0.303
H 6.313 -5.726 3.236 0.108 -0.389 0.096
H 7.071 -7.038 4.089 -0.117 0.051 -0.150
C -2.981 -0.111 7.947 0.431 -0.306 0.210
O -1.958 -0.622 8.374 0.270 0.022 0.043
N -4.162 -0.754 7.927 -0.953 -1.032 0.151
N -3.019 1.142 7.458 0.385 1.372 -0.355
H -5.015 -0.350 7.579 0.175 -0.074 0.080
H -4.177 -1.700 8.286 -0.028 0.367 -0.138
H -2.151 1.661 7.454 -0.467 -0.176 -0.138
H -3.852 1.580 7.101 0.171 -0.078 0.069
C 3.980 0.678 5.024 -0.646 -0.457 -0.021
O 3.066 -0.126 4.940 -0.068 -0.124 -0.052
N 5.205 0.443 4.519 1.182 -0.669 -0.722
N 3.845 1.872 5.630 -0.567 1.147 0.730
H 5.970 1.093 4.579 -0.150 -0.126 -0.006
H 5.349 -0.444 4.055 -0.033 0.374 0.182
H 2.938 2.088 6.024 0.331 -0.055 -0.168
H 4.586 2.548 5.710 -0.141 -0.142 -0.017
C 3.474 8.560 -3.283 1.114 -0.061 0.279
O 4.497 8.049 -2.856 -0.145 -0.121 0.012
N 2.293 7.916 -3.303 -1.156 -0.948 0.111
N 3.436 9.812 -3.772 0.323 1.222 -0.396
H 1.439 8.320 -3.651 0.099 -0.127 0.069
H 2.277 6.971 -2.944 0.216 1.081 -0.432
H 4.304 10.332 -3.776 -0.342 -0.181 -0.009
H 2.603 10.251 -4.129 0.168 -0.071 0.065

---

(2)
48
Properties=species:S:1:pos:R:3:forces:R:3 method="wB97M-V/def2-TZVPD" lumo_ha=0.056 homo_ev=-1.0 total_charge=-2
O -1.343 0.869 6.736 -0.499 -0.348 -0.973
C -2.254 0.060 5.910 -0.266 1.207 0.175
C -2.494 0.840 4.525 -1.505 -0.344 -0.686
C -2.983 -0.075 3.313 1.567 -1.873 -3.274
C -1.986 -0.651 2.241 -4.624 -0.671 -0.045
C -2.641 -1.503 1.071 -0.418 1.477 2.499
C -1.814 -2.136 -0.133 -0.829 0.334 0.160
C -1.466 -1.004 -1.251 0.370 0.641 0.066
C -0.391 0.093 -0.743 0.364 -0.904 0.081
S -0.880 1.840 -1.237 0.113 -0.177 0.619
C -4.228 -1.638 1.183 1.569 0.950 1.216
N -5.017 -1.096 2.212 2.959 -1.470 -3.114
N -4.385 -0.379 3.145 2.997 1.245 1.375
H -1.020 1.641 6.226 -0.345 -0.851 0.332
H -1.844 -1.001 5.800 -0.543 1.573 0.008
H -3.258 0.071 6.490 1.600 -0.445 -1.034
H -3.339 1.611 4.710 1.430 -1.104 -0.276
H -1.586 1.434 4.169 -1.064 -1.079 0.515
H -0.858 -0.480 2.283 -1.933 -0.184 0.123
H -0.811 -2.592 0.174 -1.463 0.704 0.119
H -2.459 -2.956 -0.619 0.852 1.424 0.511
H -0.974 -1.547 -2.147 -1.445 0.764 1.322
H -2.396 -0.431 -1.589 1.268 -1.394 0.226
H -0.144 0.008 0.372 -0.382 0.333 -1.548
H 0.608 -0.098 -1.298 -1.622 0.650 0.927
H -1.648 2.382 -0.211 0.627 -1.046 -0.495
H -4.730 -2.246 0.337 0.619 1.227 1.508
H -4.995 0.021 3.887 0.498 -0.608 -1.072
C 3.630 3.129 -1.848 -0.210 1.902 -0.595
F 2.481 3.484 -1.240 0.556 -0.662 -0.101
F 3.487 3.448 -3.156 0.062 -0.459 0.494
F 4.590 3.959 -1.370 -0.195 -0.521 0.026
S 4.053 1.369 -1.605 -1.667 -0.538 0.986
O 2.942 0.641 -2.191 1.010 0.575 0.114
O 4.189 1.223 -0.165 0.308 0.264 -0.955
N 5.402 1.387 -2.440 -0.234 -0.795 0.441
S 6.134 -0.018 -2.486 0.305 -1.864 0.210
O 5.490 -1.056 -3.269 0.351 1.031 0.352
O 6.736 -0.473 -1.244 -0.322 0.704 -0.727
C 7.550 0.516 -3.511 1.150 1.046 -1.077
F 8.260 1.511 -2.928 -0.353 -0.465 0.039
F 7.160 0.996 -4.715 -0.076 -0.349 0.528
F 8.425 -0.482 -3.761 -0.629 0.129 0.369
O -2.631 -1.282 -3.883 0.484 0.452 0.300
S -3.840 -2.136 -3.929 -0.306 -0.446 -1.294
O -4.944 -1.388 -4.566 -0.224 0.282 0.145
O -4.227 -2.511 -2.543 0.035 -0.052 1.336
O -3.552 -3.355 -4.709 0.060 -0.265 0.143

---

(3)
18
Properties=species:S:1:pos:R:3:forces:R:3 method="wB97M-V/def2-TZVPD" lumo_ha=-0.006 homo_ev=-8.9 relative_energy_kcal_mol=191.88
C -0.529 -1.315 -0.146 -2.022 1.047 1.705
C 0.756 -1.357 -0.710 2.612 2.143 3.282
C -1.136 -0.309 0.496 -0.307 1.404 0.621
C 1.807 -0.858 -0.037 -1.858 0.296 -2.679
C -2.584 -0.404 0.922 1.363 -2.311 2.806
C -0.655 2.007 -0.841 -0.175 0.761 3.669
N 2.855 -0.200 0.188 0.212 -0.981 0.526
O 3.039 1.060 -0.375 -1.959 -0.328 -1.047
O 3.752 -0.600 0.949 1.140 0.266 0.540
P -0.729 1.534 0.821 0.612 -0.764 -3.193
H -1.080 -2.224 -0.225 -0.618 -0.630 -0.254
H 0.734 -1.912 -1.561 1.157 -1.503 -2.582
H -3.069 0.363 0.437 -1.832 1.050 -1.830
H -2.812 -0.098 2.004 0.858 -0.656 -1.101
H -2.868 -1.476 0.804 -0.648 1.085 -0.209
H -0.709 1.373 -1.667 -0.074 -1.127 -1.105
H 3.853 1.350 0.000 1.376 0.155 0.850
H -0.624 3.067 -1.059 0.163 0.092 0.000